# 1
ORCA calculation (the ωB97M-V functional and the def2-TZVPD basis) on C25H53BBrInN3O4 as an isolated structure at a distorted geometry.

## Properties
net charge: +3
lowest unoccupied orbital energy: -12.437 eV
frontier orbital gap: 2.4 eV

Last column: Löwdin charge in e.
Atoms and positions in Å:
1 C -9.06 -0.18 4.56  -0.13
2 C -8.08 0.59 5.44  -0.23
3 C -6.96 1.30 4.67  -0.22
4 C -5.89 0.37 4.07  -0.18
5 C -6.15 -0.10 2.64  -0.21
6 C -6.00 1.01 1.59  -0.24
7 C -4.57 1.19 1.08  -0.20
8 C -4.18 0.20 -0.02  -0.21
9 C -2.68 -0.03 -0.22  -0.21
10 C -2.39 -1.41 -0.81  -0.20
11 C -0.99 -1.60 -1.41  -0.19
12 C 0.06 -2.14 -0.43  -0.14
13 C 1.17 -3.02 -1.08  -0.08
14 C 2.56 -2.63 -0.68  -0.26
15 C 2.99 -2.97 0.90  -0.07
16 N 3.16 -4.30 1.25  0.14
17 O 2.91 -1.39 -0.86  0.01
18 C 2.44 -0.59 -1.98  -0.07
19 C 3.01 0.84 -1.83  -0.48
20 C 2.02 1.69 -1.02  -0.07
21 C 1.51 0.91 0.17  -0.20
22 N 2.20 0.46 1.13  0.16
23 O 4.20 0.83 -1.05  -0.09
24 C 5.34 0.12 -1.51  -0.17
25 C 6.50 1.06 -1.87  -0.16
26 N 6.89 1.88 -0.77  -0.05
27 C 6.99 3.32 -0.93  -0.07
28 C 3.28 1.45 -3.23  -0.60
29 Br 1.71 1.16 -4.36  0.86
30 C 3.65 2.92 -3.19  -0.28
31 C 4.51 3.34 -4.38  -0.08
32 B 3.77 -3.74 -1.40  -0.55
33 O 4.98 -3.24 -1.48  0.31
34 O 3.34 -4.94 -1.72  0.32
35 H -10.06 -0.25 5.00  0.10
36 H -8.72 -1.19 4.31  0.10
37 H -9.19 0.33 3.59  -0.21
38 H -7.63 -0.12 6.13  0.12
39 H -8.62 1.33 6.03  0.12
40 H -6.49 2.01 5.35  0.12
41 H -7.39 1.92 3.86  0.04
42 H -5.80 -0.50 4.73  0.12
43 H -4.93 0.88 4.09  0.11
44 H -7.14 -0.58 2.57  0.09
45 H -5.42 -0.89 2.41  0.11
46 H -6.34 1.96 2.00  0.09
47 H -6.64 0.79 0.72  0.10
48 H -4.46 2.22 0.70  0.12
49 H -3.87 1.09 1.92  0.11
50 H -4.67 -0.76 0.17  0.11
51 H -4.59 0.57 -0.97  0.12
52 H -2.28 0.73 -0.91  0.11
53 H -2.16 0.11 0.73  0.11
54 H -3.11 -1.59 -1.61  0.12
55 H -2.58 -2.17 -0.05  0.12
56 H -0.66 -0.64 -1.83  0.10
57 H -1.07 -2.29 -2.25  0.12
58 H 0.52 -1.32 0.13  0.08
59 H -0.44 -2.78 0.30  0.13
60 H 1.07 -4.06 -0.75  0.14
61 H 1.05 -3.05 -2.17  0.15
62 H 3.88 -2.36 1.06  0.15
63 H 2.11 -2.52 1.38  0.16
64 H 2.48 -4.69 1.89  0.14
65 H 4.09 -4.58 1.55  0.14
66 H 2.69 -1.11 -2.91  0.15
67 H 1.35 -0.53 -1.95  0.10
68 H 1.18 1.97 -1.65  0.11
69 H 2.53 2.60 -0.71  0.14
70 H 0.44 0.68 0.18  0.10
71 H 3.19 0.69 1.06  0.07
72 H 5.67 -0.52 -0.68  0.13
73 H 5.12 -0.50 -2.38  0.13
74 H 7.32 0.39 -2.18  0.15
75 H 6.25 1.68 -2.74  0.11
76 H 6.48 1.62 0.11  0.13
77 H 7.28 3.56 -1.95  0.09
78 H 7.74 3.72 -0.25  0.10
79 H 6.03 3.81 -0.69  0.09
80 H 4.06 0.87 -3.72  0.10
81 H 4.17 3.12 -2.25  0.10
82 H 2.74 3.52 -3.20  0.11
83 H 5.38 2.69 -4.51  0.07
84 H 4.88 4.35 -4.27  0.09
85 H 3.94 3.30 -5.31  0.08
86 H 5.17 -2.38 -1.08  0.10
87 H 2.78 -5.14 -2.48  0.17
88 In -9.58 1.65 2.20  1.14

---

# 2
ORCA calculation (the ωB97M-V functional and the def2-TZVPD basis) on a 4-piece molecular cluster, C25H53ClNO8S4 overall at a distorted geometry.

## Properties
net charge: -1
lowest unoccupied orbital energy: 1.866 eV
frontier orbital gap: 8.8 eV

Last column: Löwdin charge in e.
Atoms and positions in Å:
1 C -1.21 6.33 -0.46  -0.07
2 C 0.17 6.08 -1.32  -0.27
3 C 1.43 6.77 -0.49  -0.12
4 O 1.73 8.04 -1.17  -0.10
5 C 2.44 8.99 -0.30  -0.29
6 O 1.98 10.25 -0.09  -0.04
7 C 3.86 8.59 0.43  -0.39
8 S 3.87 9.09 2.26  0.67
9 S 5.02 7.61 3.30  0.41
10 O 6.13 8.34 4.11  -0.45
11 O 5.73 6.63 2.34  -0.44
12 N 3.92 6.85 4.44  -0.38
13 S 2.56 6.10 3.63  0.36
14 O 2.12 4.83 4.46  -0.46
15 O 2.86 5.61 2.19  -0.48
16 Cl 0.87 7.33 3.55  0.26
17 O 0.40 4.69 -1.74  -0.07
18 C 0.11 3.73 -0.67  -0.28
19 O -1.09 3.11 -0.49  -0.04
20 C 1.29 3.24 0.42  -0.39
21 S 1.54 1.39 0.03  0.64
22 H -1.11 6.04 0.67  0.09
23 H -2.04 5.62 -0.93  0.10
24 H -1.61 7.43 -0.64  0.11
25 H 0.04 6.71 -2.33  0.17
26 H 2.37 6.07 -0.40  0.13
27 H 1.10 7.03 0.63  0.12
28 H 4.72 9.14 -0.18  0.12
29 H 4.02 7.44 0.29  0.09
30 H 0.88 3.25 1.54  0.11
31 H 2.27 3.87 0.30  0.08
32 H 2.85 1.00 0.35  -0.12
33 C 4.22 -1.08 -2.49  -0.11
34 C 2.75 -1.45 -2.56  -0.27
35 C 2.45 -2.87 -2.07  -0.22
36 C 3.10 -3.99 -2.89  -0.23
37 C 2.75 -4.00 -4.38  -0.27
38 C 1.27 -4.22 -4.65  -0.12
39 H 4.82 -1.72 -3.14  0.06
40 H 4.37 -0.05 -2.81  0.07
41 H 4.60 -1.18 -1.47  0.07
42 H 2.38 -1.30 -3.58  0.10
43 H 2.19 -0.74 -1.93  0.06
44 H 1.36 -3.01 -2.06  0.09
45 H 2.78 -2.96 -1.03  0.11
46 H 2.80 -4.95 -2.45  0.11
47 H 4.19 -3.93 -2.78  0.10
48 H 3.31 -4.81 -4.86  0.10
49 H 3.08 -3.08 -4.86  0.10
50 H 0.93 -5.16 -4.22  0.07
51 H 1.09 -4.26 -5.73  0.07
52 H 0.66 -3.41 -4.24  0.06
53 C -2.91 -2.58 4.83  -0.12
54 C -3.46 -2.03 3.52  -0.27
55 C -2.42 -1.96 2.41  -0.23
56 C -1.23 -1.02 2.68  -0.22
57 C -1.61 0.44 2.97  -0.27
58 C -2.31 1.12 1.81  -0.12
59 H -2.13 -1.93 5.24  0.07
60 H -3.71 -2.64 5.58  0.07
61 H -2.49 -3.58 4.69  0.07
62 H -3.91 -1.05 3.69  0.10
63 H -4.28 -2.69 3.19  0.10
64 H -2.92 -1.66 1.48  0.10
65 H -2.02 -2.96 2.22  0.10
66 H -0.57 -1.05 1.81  0.10
67 H -0.65 -1.41 3.52  0.10
68 H -0.69 0.99 3.20  0.10
69 H -2.23 0.50 3.87  0.10
70 H -1.68 1.11 0.91  0.05
71 H -2.51 2.17 2.06  0.07
72 H -3.26 0.64 1.57  0.07
73 C -5.03 -7.46 -0.03  -0.12
74 C -4.94 -6.18 -0.85  -0.27
75 C -3.96 -6.28 -2.01  -0.23
76 C -2.49 -6.51 -1.62  -0.23
77 C -1.89 -5.46 -0.68  -0.27
78 C -1.85 -4.07 -1.28  -0.11
79 H -4.07 -7.70 0.45  0.07
80 H -5.77 -7.35 0.77  0.07
81 H -5.32 -8.31 -0.65  0.07
82 H -4.69 -5.34 -0.19  0.10
83 H -5.94 -5.97 -1.25  0.10
84 H -4.03 -5.36 -2.61  0.10
85 H -4.27 -7.09 -2.68  0.11
86 H -1.89 -6.55 -2.54  0.11
87 H -2.39 -7.50 -1.16  0.10
88 H -0.87 -5.77 -0.43  0.11
89 H -2.44 -5.44 0.27  0.10
90 H -1.27 -4.06 -2.21  0.06
91 H -1.38 -3.37 -0.58  0.06
92 H -2.85 -3.69 -1.50  0.07

---

# 3
ORCA calculation (the ωB97M-V functional and the def2-TZVPD basis) on a 4-piece molecular cluster, C25H53FN2O12P3 overall at a distorted geometry.

## Properties
net charge: +1
lowest unoccupied orbital energy: -4.931 eV
frontier orbital gap: 6.1 eV

Last column: Löwdin charge in e.
Atoms and positions in Å:
1 N -10.81 -3.08 -2.08  0.10
2 C -9.70 -3.18 -2.72  -0.23
3 C -8.36 -3.01 -1.92  -0.09
4 C -7.13 -3.79 -2.50  -0.09
5 C -5.82 -3.11 -2.47  0.06
6 C -4.58 -3.77 -2.96  0.05
7 C -4.73 -5.14 -3.50  0.00
8 C -6.06 -5.75 -3.51  0.06
9 N -7.17 -5.06 -3.03  -0.01
10 F -8.33 -5.74 -3.06  0.12
11 H -10.57 -2.91 -1.09  0.06
12 H -9.75 -3.34 -3.83  0.13
13 H -8.08 -1.92 -1.96  0.14
14 H -8.44 -3.28 -0.82  0.15
15 H -5.72 -2.08 -2.06  0.13
16 H -3.60 -3.23 -2.88  0.14
17 H -3.81 -5.64 -3.88  0.13
18 H -6.13 -6.79 -3.91  0.16
19 O -1.01 -7.03 1.17  -0.22
20 P -2.30 -6.55 1.79  0.66
21 O -3.07 -6.06 0.40  -0.23
22 C -3.62 -7.06 -0.44  -0.30
23 C -4.84 -7.72 0.18  -0.08
24 O -1.76 -5.08 2.30  -0.22
25 C -0.36 -4.83 2.43  -0.29
26 C 0.24 -4.30 1.14  -0.07
27 O -3.73 -6.20 2.64  -0.21
28 C -3.99 -7.05 3.77  -0.29
29 C -2.87 -7.03 4.79  -0.08
30 H -2.86 -7.80 -0.69  0.12
31 H -3.92 -6.56 -1.37  0.08
32 H -4.55 -8.33 1.04  0.07
33 H -5.34 -8.37 -0.54  0.08
34 H -5.55 -6.97 0.54  0.08
35 H 0.16 -5.73 2.77  0.11
36 H -0.22 -4.09 3.22  0.12
37 H -0.12 -4.84 0.26  0.07
38 H 1.33 -4.36 1.16  0.08
39 H -0.05 -3.26 0.99  0.07
40 H -4.16 -8.07 3.41  0.11
41 H -4.91 -6.70 4.23  0.12
42 H -1.93 -7.42 4.36  0.07
43 H -3.12 -7.66 5.65  0.09
44 H -2.67 -6.02 5.13  0.09
45 O 2.16 0.74 -1.20  -0.23
46 P 3.41 0.52 -0.37  0.66
47 O 3.25 -1.10 -0.12  -0.23
48 C 3.59 -1.97 -1.19  -0.30
49 C 5.08 -2.00 -1.46  -0.08
50 O 2.79 1.06 1.07  -0.21
51 C 1.62 1.88 1.09  -0.31
52 C 0.36 1.04 1.17  -0.07
53 O 4.91 0.46 0.42  -0.20
54 C 5.90 1.38 -0.06  -0.29
55 C 5.44 2.82 0.01  -0.08
56 H 3.04 -1.69 -2.09  0.11
57 H 3.26 -2.97 -0.90  0.11
58 H 5.42 -1.04 -1.88  0.06
59 H 5.34 -2.78 -2.18  0.08
60 H 5.64 -2.17 -0.54  0.09
61 H 1.61 2.54 0.22  0.10
62 H 1.68 2.52 1.97  0.11
63 H 0.39 0.17 0.50  0.07
64 H -0.52 1.64 0.93  0.08
65 H 0.23 0.64 2.18  0.07
66 H 6.16 1.11 -1.09  0.10
67 H 6.79 1.24 0.55  0.12
68 H 4.56 3.00 -0.62  0.07
69 H 6.23 3.49 -0.32  0.09
70 H 5.16 3.09 1.03  0.09
71 O 3.77 7.02 -0.94  -0.23
72 P 3.91 8.33 -0.20  0.65
73 O 5.38 8.06 0.50  -0.22
74 C 6.54 8.18 -0.31  -0.30
75 C 6.81 9.62 -0.70  -0.08
76 O 2.93 7.95 1.08  -0.22
77 C 2.01 6.87 0.99  -0.29
78 C 2.65 5.56 1.42  -0.07
79 O 3.94 9.91 0.43  -0.20
80 C 3.31 10.91 -0.39  -0.30
81 C 1.86 10.60 -0.67  -0.08
82 H 6.44 7.55 -1.20  0.11
83 H 7.38 7.81 0.28  0.12
84 H 6.05 9.98 -1.40  0.06
85 H 7.78 9.71 -1.20  0.08
86 H 6.79 10.28 0.17  0.09
87 H 1.60 6.80 -0.02  0.10
88 H 1.17 7.09 1.64  0.12
89 H 3.65 5.42 1.02  0.07
90 H 2.03 4.71 1.11  0.05
91 H 2.74 5.53 2.51  0.08
92 H 3.87 11.01 -1.32  0.10
93 H 3.39 11.86 0.15  0.12
94 H 1.75 9.67 -1.25  0.07
95 H 1.40 11.40 -1.26  0.08
96 H 1.30 10.47 0.25  0.09

---

# 4
ORCA calculation (the ωB97M-V functional and the def2-TZVPD basis) on a 4-piece molecular cluster, C25H53FO3 overall at a distorted geometry.

## Properties
SMILES: CC[C@H](F)[C@H]1OC(=O)O[C@@H]1C.CCCCCC.CCCCCC.CCCCCC
lowest unoccupied orbital energy: 0.537 eV
frontier orbital gap: 11.5 eV

Last column: Löwdin charge in e.
Atoms and positions in Å:
1 C 8.38 -4.20 2.15  -0.13
2 C 8.14 -5.40 1.05  -0.19
3 C 6.77 -6.27 1.26  -0.17
4 F 6.89 -7.46 0.34  -0.12
5 C 5.38 -5.50 0.82  -0.14
6 O 4.31 -6.22 1.58  -0.05
7 C 3.60 -5.33 2.55  -0.20
8 O 3.07 -5.63 3.75  0.03
9 O 3.63 -4.02 1.83  -0.05
10 C 5.06 -4.00 1.38  -0.24
11 C 5.09 -3.02 0.06  -0.04
12 H 8.38 -3.17 1.57  0.09
13 H 7.55 -4.29 2.97  0.07
14 H 9.42 -4.27 2.71  0.09
15 H 8.20 -5.01 -0.07  0.12
16 H 9.06 -6.15 1.16  0.13
17 H 6.68 -6.74 2.35  0.18
18 H 5.25 -5.76 -0.31  0.18
19 H 5.58 -3.59 2.34  0.16
20 H 6.18 -2.98 -0.40  0.10
21 H 4.72 -1.94 0.40  0.08
22 H 4.29 -3.44 -0.70  0.11
23 C 2.67 0.02 2.32  -0.11
24 C 2.66 0.26 0.82  -0.27
25 C 3.60 1.39 0.38  -0.23
26 C 3.27 2.78 0.94  -0.23
27 C 1.86 3.30 0.63  -0.27
28 C 1.60 3.48 -0.85  -0.12
29 H 2.31 0.89 2.88  0.07
30 H 2.02 -0.83 2.57  0.07
31 H 3.68 -0.22 2.67  0.07
32 H 1.64 0.46 0.49  0.08
33 H 2.97 -0.66 0.32  0.08
34 H 3.60 1.43 -0.71  0.10
35 H 4.62 1.13 0.68  0.11
36 H 4.01 3.49 0.55  0.11
37 H 3.41 2.77 2.03  0.10
38 H 1.74 4.27 1.13  0.11
39 H 1.11 2.63 1.06  0.09
40 H 2.33 4.16 -1.30  0.08
41 H 0.60 3.89 -1.01  0.07
42 H 1.65 2.52 -1.39  0.06
43 C -2.48 -1.85 -3.07  -0.11
44 C -3.29 -0.77 -2.37  -0.28
45 C -2.49 0.51 -2.11  -0.22
46 C -1.29 0.35 -1.18  -0.22
47 C -1.59 -0.21 0.21  -0.26
48 C -2.52 0.68 1.03  -0.11
49 H -1.65 -2.19 -2.45  0.07
50 H -3.12 -2.72 -3.27  0.07
51 H -2.08 -1.49 -4.02  0.08
52 H -3.71 -1.16 -1.44  0.10
53 H -4.15 -0.52 -3.01  0.10
54 H -3.17 1.27 -1.70  0.08
55 H -2.14 0.91 -3.07  0.11
56 H -0.81 1.33 -1.06  0.10
57 H -0.54 -0.29 -1.66  0.10
58 H -0.65 -0.32 0.76  0.09
59 H -2.02 -1.22 0.14  0.10
60 H -2.10 1.68 1.15  0.07
61 H -2.67 0.25 2.03  0.07
62 H -3.51 0.77 0.56  0.06
63 C -6.15 1.88 -2.40  -0.11
64 C -5.88 3.31 -1.99  -0.27
65 C -5.96 3.53 -0.47  -0.22
66 C -7.33 3.26 0.16  -0.23
67 C -8.50 4.06 -0.41  -0.28
68 C -8.35 5.56 -0.21  -0.12
69 H -7.17 1.56 -2.15  0.07
70 H -6.04 1.77 -3.48  0.08
71 H -5.45 1.19 -1.92  0.05
72 H -6.58 3.98 -2.51  0.10
73 H -4.88 3.59 -2.32  0.10
74 H -5.66 4.56 -0.25  0.10
75 H -5.22 2.89 0.02  0.10
76 H -7.26 3.45 1.24  0.11
77 H -7.56 2.19 0.07  0.10
78 H -9.42 3.74 0.09  0.10
79 H -8.63 3.84 -1.47  0.10
80 H -8.24 5.81 0.85  0.08
81 H -9.23 6.08 -0.60  0.07
82 H -7.47 5.95 -0.75  0.07

---

# 5
ORCA calculation (the ωB97M-V functional and the def2-TZVPD basis) on a 11-piece molecular cluster, C25H53INO13P overall at a distorted geometry.

## Properties
lowest unoccupied orbital energy: -0.613 eV
frontier orbital gap: 7.0 eV

Last column: Löwdin charge in e.
Atoms and positions in Å:
1 C 0.80 3.39 2.54  -0.15
2 C 0.72 1.94 2.00  -0.42
3 P 0.22 1.90 0.19  0.96
4 C -1.64 1.99 0.25  -0.39
5 C -2.32 1.00 1.25  -0.15
6 C 0.77 0.20 -0.37  -0.35
7 C 2.03 0.00 -0.73  -0.58
8 I 3.47 1.59 -0.75  0.88
9 C 2.53 -1.39 -1.16  -0.38
10 O 3.41 -1.55 -1.96  0.09
11 C 1.83 -2.54 -0.44  -0.09
12 C 2.45 -3.75 -0.16  0.00
13 C 1.71 -4.71 0.53  -0.03
14 C 0.40 -4.50 0.94  -0.23
15 N -0.28 -5.55 1.69  0.19
16 C 0.46 -5.85 2.64  -0.30
17 O 1.04 -6.29 3.56  0.19
18 C -0.23 -3.29 0.62  0.05
19 C 0.49 -2.34 -0.06  -0.09
20 C -0.15 -1.00 -0.44  -0.32
21 O -1.30 -0.98 -0.79  0.09
22 H -0.17 3.74 2.94  0.07
23 H 1.20 4.10 1.79  0.06
24 H 1.51 3.35 3.38  0.05
25 H 0.04 1.33 2.62  0.05
26 H 1.72 1.49 2.08  0.03
27 H -1.86 3.01 0.62  0.04
28 H -2.04 1.92 -0.78  0.07
29 H -2.89 1.49 2.05  0.07
30 H -3.04 0.40 0.66  0.06
31 H -1.60 0.25 1.64  0.04
32 H 3.48 -3.94 -0.45  0.13
33 H 2.21 -5.66 0.75  0.13
34 H -1.26 -3.10 0.93  0.14
35 C -1.29 -0.54 -3.95  -0.13
36 O -0.72 0.50 -4.76  -0.13
37 H -1.49 -0.14 -2.96  0.06
38 H -2.23 -0.87 -4.40  0.08
39 H -0.60 -1.37 -3.87  0.07
40 H -0.56 0.12 -5.63  0.06
41 C 0.03 -0.92 5.13  -0.15
42 O -0.10 0.49 4.99  -0.13
43 H 0.21 -1.35 4.14  0.07
44 H 0.87 -1.17 5.78  0.07
45 H -0.89 -1.35 5.54  0.08
46 H -0.25 0.85 5.87  0.08
47 C 4.87 -3.70 2.91  -0.13
48 O 3.55 -4.20 2.72  -0.14
49 H 5.14 -3.11 2.03  0.08
50 H 4.91 -3.07 3.80  0.08
51 H 5.57 -4.53 3.02  0.06
52 H 3.32 -4.72 3.50  0.07
53 C -1.01 -4.31 -3.49  -0.16
54 O 0.33 -3.86 -3.59  -0.13
55 H -1.54 -4.04 -4.40  0.08
56 H -1.03 -5.40 -3.37  0.08
57 H -1.50 -3.84 -2.63  0.07
58 H 0.78 -4.10 -2.77  0.06
59 C -4.07 5.77 1.32  -0.15
60 O -3.53 4.67 0.60  -0.14
61 H -3.58 5.83 2.29  0.08
62 H -3.90 6.70 0.77  0.07
63 H -5.15 5.63 1.47  0.08
64 H -3.98 4.64 -0.25  0.04
65 C 8.50 -4.38 4.84  -0.15
66 O 7.18 -4.89 4.66  -0.14
67 H 8.76 -3.79 3.96  0.08
68 H 8.55 -3.74 5.72  0.08
69 H 9.21 -5.20 4.94  0.08
70 H 6.97 -5.40 5.45  0.08
71 C 4.40 2.08 3.86  -0.14
72 O 3.09 1.55 3.67  -0.16
73 H 4.66 2.67 2.99  0.08
74 H 4.43 2.71 4.75  0.08
75 H 5.12 1.26 3.96  0.08
76 H 2.87 1.03 4.45  0.08
77 C -3.73 0.71 -7.32  -0.16
78 O -2.39 1.17 -7.42  -0.12
79 H -4.26 0.99 -8.23  0.08
80 H -3.75 -0.37 -7.22  0.08
81 H -4.22 1.18 -6.47  0.07
82 H -1.94 0.92 -6.61  0.03
83 C -3.13 5.60 -3.34  -0.12
84 O -3.96 4.83 -2.47  -0.15
85 H -2.35 4.96 -3.73  0.09
86 H -3.72 6.00 -4.16  0.08
87 H -2.68 6.43 -2.78  0.08
88 H -4.65 5.41 -2.14  0.08
89 C -6.69 3.81 -5.09  -0.16
90 O -6.34 4.22 -3.78  -0.14
91 H -7.66 4.24 -5.34  0.08
92 H -5.94 4.16 -5.81  0.08
93 H -6.76 2.72 -5.14  0.07
94 H -5.48 3.84 -3.57  0.05